39
Properties=species:S:1:pos:R:3:mulliken_spin:R:1 method="wB97M-V/def2-TZVPD" charge=+3 orbital_gap_ev="7.6 / 7.2" homo_energy_ha="-0.773 / -0.773" molar_mass_g_mol=485.31 total_energy_ha=-1176.67961 spin_multiplicity=2 max_force_ev_per_a=1.22
Ir -0.1374 -0.2640 0.5146 0.751
C -1.3730 1.9257 -0.9376 -0.006
C -1.9464 0.6364 -1.4907 0.002
N -2.0699 -0.2926 -0.2985 0.033
C -2.4957 -1.6888 -0.6594 0.005
C -1.2513 -2.4850 -0.9455 0.014
C -1.2320 -3.7740 -1.4068 -0.003
C -0.0058 -4.4206 -1.5711 0.001
C 1.1842 -3.7565 -1.2682 0.001
C 1.1312 -2.4694 -0.8047 0.001
C 2.3271 -1.6773 -0.3287 -0.003
N 1.8724 -0.2796 -0.0182 0.054
C 1.8957 0.6213 -1.2226 0.004
C 1.2641 1.9172 -0.7831 0.005
N -0.0910 1.6266 -0.1590 -0.008
N -0.0783 -1.8349 -0.6633 0.010
H -2.0699 2.3412 -0.2066 0.002
H -1.1852 2.7014 -1.6780 0.000
H -1.3178 0.1434 -2.2324 0.001
H -2.9245 0.8102 -1.9420 0.000
H -2.7401 0.1105 0.3632 0.002
H -3.1649 -1.6493 -1.5205 0.000
H -3.0586 -2.1150 0.1726 0.000
H -2.1644 -4.2778 -1.6304 0.002
H 0.0211 -5.4493 -1.9113 0.000
H 2.1424 -4.2507 -1.3721 0.000
H 3.1100 -1.6332 -1.0884 0.007
H 2.7648 -2.1195 0.5677 0.002
H 2.4557 0.1165 0.7252 -0.002
H 1.3643 0.1122 -2.0274 -0.002
H 2.9236 0.7842 -1.5527 0.001
H 1.1657 2.6736 -1.5599 0.000
H 1.8698 2.3542 0.0141 -0.001
H -0.1323 2.2394 0.6654 0.000
F 0.1443 0.1427 2.3291 0.126
B 0.3093 0.6430 5.1445 0.000
F -0.5649 -0.3481 5.1479 0.000
F 1.5974 0.3715 5.0949 0.000
F -0.1141 1.8862 5.0691 0.000

=====

16
Properties=species:S:1:pos:R:3:lowdin_charge:R:1 method="wB97M-V/def2-TZVPD" charge=0 orbital_gap_ev=10.7 homo_energy_ha=-0.355 molar_mass_g_mol=99.13 total_energy_ha=-325.86433 spin_multiplicity=1 relative_energy_kj_mol=192.25 max_force_ev_per_a=0.49
C 1.8516 -0.4400 -0.3273 -0.056
C 0.4911 -1.0881 -0.3963 -0.331
N -0.1186 -1.5403 0.8533 0.052
C -0.8001 -0.5188 0.0635 -0.303
C -1.0030 0.8316 0.7024 -0.123
C -0.9915 1.9667 -0.2897 -0.256
O -0.8149 1.8309 -1.4772 0.052
H 1.9916 0.1201 0.6017 0.075
H 2.6232 -1.2188 -0.3612 0.075
H 2.0122 0.2295 -1.1792 0.077
H 0.3795 -1.7464 -1.2597 0.136
H -0.5625 -2.4478 0.7559 0.092
H -1.6569 -0.8383 -0.5308 0.143
H -0.2560 1.0246 1.4831 0.124
H -1.9747 0.8590 1.2204 0.124
H -1.1710 2.9763 0.1409 0.119

=====

18
Properties=species:S:1:pos:R:3:mulliken_spin:R:1 method="wB97M-V/def2-TZVPD" charge=+2 orbital_gap_ev="9.8 / 4.6" homo_energy_ha="-0.714 / -0.703" molar_mass_g_mol=86.16 total_energy_ha=-251.60585 spin_multiplicity=2 relative_energy_kj_mol=301.01 max_force_ev_per_a=4.14
C -2.5909 0.2490 0.2630 0.074
C -1.5749 0.4747 -0.7727 0.017
C -0.4561 -0.6438 -0.9841 0.047
C 0.6041 -0.7757 0.0507 0.136
C 1.2622 0.3516 0.3260 0.441
N 2.6368 0.2448 0.9699 -0.001
H -2.1898 -0.1662 1.2401 0.016
H -3.1497 1.1247 0.4525 0.005
H -3.3827 -0.5220 0.1475 0.011
H -2.1100 0.5409 -1.6878 0.015
H -1.0199 1.3755 -0.6021 0.000
H -1.0751 -1.5994 -1.0431 0.073
H 0.1028 -0.7508 -1.9635 0.137
H 1.0921 -1.7529 0.3365 -0.002
H 1.0997 1.3815 0.0692 0.011
H 2.7265 1.1855 1.3010 0.005
H 2.8282 -0.5278 1.5508 0.001
H 3.1541 0.0623 0.1123 0.016

=====

83
Properties=species:S:1:pos:R:3:lowdin_charge:R:1 method="wB97M-V/def2-TZVPD" charge=0 orbital_gap_ev=6.6 homo_energy_ha=-0.283 molar_mass_g_mol=673.19 total_energy_ha=-3508.89321 spin_multiplicity=1 relative_energy_kj_mol=176.60 max_force_ev_per_a=3.67
Ca -0.5783 -2.8716 3.0854 1.412
C -0.5420 2.9165 3.4900 -0.102
C -1.2836 2.4792 2.4560 -0.085
C -0.7005 1.8915 1.1951 -0.221
C 0.4225 0.8422 1.4086 -0.176
C 1.8187 1.4491 1.4636 -0.095
C 2.1940 2.7098 1.7482 -0.100
C 1.3493 3.8862 2.1117 -0.212
C 0.5508 3.9477 3.4290 -0.187
C 1.5859 -2.6414 3.7975 -0.360
H -0.7007 2.5255 4.5281 0.097
H -2.3232 2.1852 2.6118 0.098
H -0.3507 2.6331 0.4621 0.097
H -1.5079 1.3221 0.7479 0.074
H 0.1707 0.2692 2.3215 0.086
H 0.4284 0.1333 0.5458 0.092
H 2.5742 0.7673 1.0489 0.081
H 3.2603 2.9936 1.6705 0.105
H 0.6198 4.0040 1.2995 0.098
H 2.0229 4.7521 2.1131 0.106
H 1.2069 3.8597 4.3078 0.108
H 0.1486 4.9742 3.4976 0.118
H 1.7627 -2.3299 4.8422 -0.038
H 1.7546 -1.7071 3.2072 -0.068
H 2.3531 -3.3752 3.5132 -0.068
P 1.5036 -1.3863 -2.6091 1.102
P -2.0558 -0.7408 -2.6213 1.087
N 2.7411 -0.1791 -2.8401 -0.296
N 2.2876 -2.6096 -3.7570 -0.241
N -2.0361 1.0351 -3.1164 -0.250
N -3.5694 -1.2122 -3.3830 -0.298
C 0.3956 -0.6172 -3.9268 -0.429
C -0.9843 -1.2739 -4.0521 -0.402
C 3.7592 0.0558 -1.8976 -0.140
C 4.7405 0.8311 -2.5092 -0.085
C 4.3221 1.0876 -3.8644 -0.073
C 3.0943 0.4651 -4.0356 -0.151
C 2.6097 -3.9074 -3.3549 -0.168
C 3.0110 -4.6362 -4.4664 -0.106
C 2.9171 -3.7685 -5.5971 -0.094
C 2.5159 -2.5241 -5.1328 -0.151
C -1.8496 2.0691 -2.1862 -0.144
C -1.7155 3.2726 -2.8647 -0.085
C -1.7994 2.9807 -4.2623 -0.082
C -1.9760 1.6071 -4.3912 -0.181
C -4.3513 -0.5584 -4.3441 -0.132
C -5.3783 -1.4094 -4.7420 -0.086
C -5.2005 -2.6537 -4.0357 -0.098
C -4.0772 -2.5186 -3.2348 -0.164
H 0.8812 -0.6394 -4.9189 0.053
H 0.3172 0.4390 -3.6193 0.069
H -1.4225 -0.9707 -5.0146 0.077
H -0.8861 -2.3726 -4.0582 0.081
H 3.6982 -0.3429 -0.8968 0.088
H 5.6562 1.1773 -2.0744 0.085
H 4.8293 1.6218 -4.6417 0.088
H 2.4485 0.4599 -4.8976 0.086
H 2.5470 -4.1846 -2.3095 0.090
H 3.3350 -5.6617 -4.4881 0.086
H 3.0973 -4.0151 -6.6304 0.090
H 2.4030 -1.5830 -5.6583 0.085
H -1.9012 1.8682 -1.1329 0.061
H -1.5619 4.2424 -2.4229 0.092
H -1.7612 3.6808 -5.0862 0.095
H -2.1259 1.0097 -5.2798 0.099
H -4.1153 0.4472 -4.6602 0.086
H -6.1595 -1.1690 -5.4442 0.089
H -5.8380 -3.5181 -4.1185 0.088
H -3.5850 -3.2267 -2.5770 0.094
Cl -1.3182 0.8803 10.8768 0.695
C -1.1044 0.1797 9.3373 -0.700
C -1.2777 -1.1989 9.1576 -0.096
C -1.2334 -1.7676 7.8792 -0.007
C -1.1019 -0.9400 6.7511 -0.130
C -0.7634 0.4121 6.9349 0.001
C -0.8372 0.9781 8.2215 -0.090
C -1.1631 -1.5343 5.3643 -0.561
O -1.3277 -2.8234 5.2216 -0.232
O -0.9708 -0.8184 4.2938 -0.180
H -1.4798 -1.8155 10.0258 0.101
H -1.2708 -2.8543 7.7638 0.121
H -0.4343 0.9766 6.0599 0.099
H -0.7144 2.0384 8.3645 0.098

=====

23
Properties=species:S:1:pos:R:3:lowdin_charge:R:1 method="wB97M-V/def2-TZVPD" charge=0 orbital_gap_ev=7.0 homo_energy_ha=-0.290 molar_mass_g_mol=189.45 total_energy_ha=-340.24084 spin_multiplicity=1 max_force_ev_per_a=1.13
Rb 9.5314 -18.3210 14.9958 0.885
B 8.7943 -19.3752 18.3593 -0.488
H 8.4540 -19.4708 17.1938 -0.169
H 9.5974 -18.4697 18.5055 -0.084
H 7.7905 -19.1247 18.9782 -0.076
H 9.3231 -20.4282 18.6266 -0.075
C 13.9755 -22.3174 14.3660 -0.067
C 12.7487 -21.6891 13.7534 -0.450
C 11.7002 -21.6063 14.8404 -0.190
O 10.4347 -21.0707 14.4628 -0.296
C 9.7898 -21.7544 13.4244 -0.118
N 13.1243 -20.3253 13.2911 0.054
H 14.8077 -22.3383 13.6520 0.081
H 13.7856 -23.3327 14.7038 0.086
H 14.3813 -21.6816 15.1552 0.091
H 12.3904 -22.2876 12.9099 0.130
H 12.0648 -20.9335 15.6180 0.141
H 11.5416 -22.5910 15.2942 0.138
H 9.6592 -22.8216 13.6498 0.104
H 10.3186 -21.7119 12.4641 0.085
H 8.7948 -21.3274 13.2988 0.090
H 12.3467 -19.9428 12.7716 0.060
H 13.9271 -20.4648 12.6937 0.069